w:
Molecular formula: C6H11NO2
Method: DFT, ωB97M-V/def2-TZVPD

Results
HOMO = -8.8 eV
net charge = 0

```
20
Properties=species:S:1:pos:R:3:mulliken_charge:R:1
C -0.807 0.139 0.553 0.5177
C -0.972 -0.710 1.816 -1.4178
C -1.988 -0.051 -0.399 -1.3891
N 1.471 0.868 -0.050 0.0626
C 0.883 1.957 -1.559 0.0844
C 0.495 -0.191 -0.136 0.2760
C 0.788 -1.359 -0.694 -1.0514
O 2.801 0.565 -0.314 -0.4243
O 1.808 1.967 -2.268 -0.3568
H 2.973 0.943 -1.210 0.3535
H 1.392 1.434 0.792 0.3106
H -0.781 1.196 0.840 0.2630
H -0.136 -0.560 2.495 0.3527
H -1.017 -1.766 1.560 0.3036
H -1.891 -0.442 2.333 0.4166
H -1.847 0.553 -1.292 0.3516
H -2.082 -1.092 -0.697 0.3136
H -2.912 0.255 0.086 0.4104
H 0.072 -2.158 -0.720 0.2736
H 1.750 -1.548 -1.138 0.3493
```

x:
Molecular formula: C6H11NO2
Method: DFT, ωB97M-V/def2-TZVPD

Results
HOMO = -9.0 eV
net charge = 0
SMILES string = C[C@@]12[C@H](O)CO[C@H]1[C@@H]2N

```
20
Properties=species:S:1:pos:R:3:mulliken_charge:R:1
C -0.304 -1.619 -0.935 -1.6640
C 0.159 -0.259 -0.313 1.0563
C -0.889 0.797 -0.752 -0.1100
C -1.919 0.409 0.486 -0.5674
C 0.117 -0.242 1.129 -0.4427
C 1.553 -0.432 0.275 -0.3021
H -1.162 -2.068 -0.403 0.2857
H -0.650 -1.456 -1.979 0.3543
H 0.499 -2.395 -0.988 0.4155
H -1.391 0.722 -1.708 0.3743
H 0.432 2.062 -0.328 0.3983
H -2.240 1.360 0.980 0.3224
H -2.764 -0.292 0.282 0.2943
H 0.331 0.691 1.612 0.2986
H 1.969 -1.395 0.121 0.3694
H 3.225 0.603 -0.136 0.2346
H 2.513 1.092 1.262 0.1941
N 2.342 0.723 0.360 -0.4995
O -0.510 2.145 -0.453 -0.6012
O -1.310 -0.447 1.489 -0.4108
```

What are the relative energies? In kcal/mol: w 0.0; x 53.9.

w:
Molecular formula: C6H11NO2
Method: DFT, ωB97M-V/def2-TZVPD

Results
HOMO = -8.7 eV
net charge = 0

```
20
Properties=species:S:1:pos:R:3:mulliken_charge:R:1
C -0.295 -1.079 0.749 0.4065
C 0.718 0.471 0.192 0.5673
C -1.651 -0.600 0.302 -0.4680
C 1.549 0.388 -1.071 -1.4289
C 0.224 1.887 0.467 -1.5094
C -1.297 -0.775 -1.150 -0.1334
O 0.110 -2.047 -0.135 -0.2886
O -0.186 -1.432 2.054 -0.5245
N -0.587 -1.851 -1.352 -0.3831
H 0.623 -1.948 2.179 0.3670
H 1.414 0.261 1.015 0.2014
H -1.932 0.426 0.523 0.2402
H -2.469 -1.220 0.702 0.3106
H -1.880 -0.386 -1.966 0.4386
H 2.451 1.001 -0.980 0.4477
H 1.005 0.780 -1.932 0.3075
H 1.892 -0.630 -1.252 0.3480
H -0.307 2.294 -0.395 0.3225
H 1.058 2.551 0.714 0.3960
H -0.439 1.911 1.334 0.3826
```

x:
Molecular formula: C6H11NO2
Method: DFT, ωB97M-V/def2-TZVPD

Results
HOMO (spin up / spin down) = -8.3 / -8.3 eV
net charge = 0

```
20
Properties=species:S:1:pos:R:3:mulliken_charge:R:1
C 0.019 1.975 0.223 -1.3508
C -1.242 -0.229 0.069 0.7991
N -2.028 -1.148 0.795 -0.6739
C -0.291 0.604 0.707 -0.3050
O -1.951 0.391 -0.969 -0.4989
H -2.701 -0.184 -1.164 0.3558
H -1.812 -2.107 0.526 0.2519
H -1.994 -1.035 1.798 0.2363
H -0.017 0.352 1.723 0.3837
H -0.129 2.068 -0.851 0.3154
H -0.676 2.671 0.704 0.3938
H 1.048 2.252 0.452 0.3947
C 0.208 -1.242 -0.662 0.3852
C 1.500 -0.652 0.053 -0.2773
C 2.458 0.031 -0.585 -0.8988
O 0.000 -2.451 -0.425 -0.7117
H 0.163 -0.812 -1.676 0.2927
H 1.727 -1.163 0.982 0.3457
H 2.276 0.502 -1.543 0.2750
H 3.441 0.175 -0.156 0.2873
```

y:
Molecular formula: C6H11NO2
Method: DFT, ωB97M-V/def2-TZVPD

Results
HOMO = -8.5 eV
net charge = 0

```
20
Properties=species:S:1:pos:R:3:mulliken_charge:R:1
C 2.534 0.444 0.245 -1.1879
C 1.581 -0.715 -0.014 0.4143
C 0.328 -0.660 0.803 -0.2050
C -1.804 0.004 0.346 -0.6692
C -0.838 0.869 -0.544 -0.0779
C 0.268 -0.141 -0.646 -0.0409
H 2.066 1.503 0.295 0.2707
H 3.362 0.348 -0.481 0.3458
H 2.889 0.387 1.547 0.2166
H 1.789 -1.608 -0.561 0.4111
H 0.446 0.236 1.583 0.1471
H -1.336 -1.165 2.088 0.3484
H -2.476 0.558 1.166 0.3036
H -2.557 -0.485 -0.375 0.2462
H -1.285 1.052 -1.463 0.5750
H -0.502 2.910 -0.669 0.3739
H -0.780 -1.923 -0.850 0.3786
N -1.066 -1.138 1.058 -0.6114
O -0.496 2.090 0.068 -0.6277
O -0.325 -1.172 -1.422 -0.6112
```

What are the relative energies? In kcal/mol: w 0.0; x 3.6; y 59.8.

w:
Molecular formula: C6H11NO2
Method: DFT, ωB97M-V/def2-TZVPD

Results
HOMO (spin up / spin down) = -7.5 / -7.5 eV
net charge = 0

```
20
Properties=species:S:1:pos:R:3:mulliken_charge:R:1
C -1.315 -1.352 -0.561 -0.6840
C 1.669 -0.926 0.675 -1.4007
C 1.110 2.197 -0.231 -1.2971
C 0.412 -0.137 0.689 0.7089
C -0.950 0.798 -0.831 0.5871
C 0.163 1.033 -0.100 -0.0095
O -0.308 -0.397 1.815 -0.4726
O -1.023 -2.482 0.210 -0.4910
N -1.588 1.082 -1.861 -0.7395
H -1.045 0.234 1.837 0.4829
H -1.225 -2.290 1.135 0.3445
H -2.569 0.815 -1.904 0.2649
H -0.962 -1.523 -1.571 0.3614
H -2.377 -1.094 -0.520 0.3226
H 2.282 -0.676 -0.187 0.3673
H 1.389 -1.983 0.625 0.3401
H 2.239 -0.780 1.598 0.3631
H 0.856 2.796 -1.105 0.3664
H 2.135 1.834 -0.361 0.3066
H 1.109 2.849 0.648 0.2785
```

x:
Molecular formula: C6H11NO2
Method: DFT, ωB97M-V/def2-TZVPD

Results
HOMO (spin up / spin down) = -8.4 / -6.9 eV
net charge = 0

```
20
Properties=species:S:1:pos:R:3:mulliken_charge:R:1
C 1.195 0.747 -0.132 -0.0871
C -0.085 -1.898 2.077 -0.7849
C 2.453 0.634 -0.919 -1.4135
C -2.516 0.262 -0.550 -1.1437
N -0.043 -1.093 0.889 -0.3773
C -0.051 0.926 -0.747 0.4557
C -1.150 0.506 -0.026 0.5460
O -0.848 0.152 1.251 -0.3532
O -0.184 1.101 -2.113 -0.5654
H 0.493 1.708 -2.426 0.3423
H 1.261 0.900 0.931 0.5186
H -1.096 -2.292 2.265 0.2847
H 0.577 -2.749 1.895 0.3215
H 0.237 -1.361 2.982 0.2727
H 2.298 0.076 -1.844 0.3452
H 2.839 1.627 -1.192 0.3576
H 3.233 0.144 -0.336 0.3588
H -2.863 -0.716 -0.215 0.3455
H -2.540 0.314 -1.638 0.2976
H -3.211 1.011 -0.152 0.2787
```

What are the relative energies? In kcal/mol: w 0.0; x 8.5.